No. 1
Computed, not measured: an isolated molecule of C6H10O in a non-equilibrium geometry, with ωB97M-V/def2-TZVPD.

Last column: natural (NBO) charge in e.
Geometry (Å):
C: -1.26 0.74 -1.03  -0.63
C: 1.90 0.85 0.35  -0.67
C: -0.70 0.01 0.19  0.24
C: 0.81 -0.16 0.20  0.00
C: 0.76 -1.49 0.04  -0.18
C: -0.74 -1.59 0.07  -0.42
O: -1.29 0.48 1.37  -0.71
H: -0.95 1.36 1.57  0.47
H: 1.51 -2.25 -0.10  0.20
H: -1.02 1.80 -0.98  0.20
H: -0.84 0.32 -1.94  0.21
H: -2.34 0.63 -1.05  0.22
H: 2.56 0.81 -0.51  0.23
H: 1.49 1.85 0.42  0.21
H: 2.49 0.65 1.24  0.23
H: -1.22 -2.00 -0.81  0.20
H: -1.15 -2.02 0.98  0.21

Output
- LUMO: 0.902 eV
- Orbital gap: 10.029 eV
- Net charge: 0

***

No. 2
Computed, not measured: a cluster of 2 separate species, C6H10O in total in a non-equilibrium geometry, with ωB97M-V/def2-TZVPD.

Last column: natural (NBO) charge in e.
Geometry (Å):
C: -1.29 -0.40 0.83  -0.19
C: -0.03 -0.57 1.29  -0.31
C: -0.83 -0.16 -0.59  -0.28
C: 0.63 -0.28 0.07  0.35
C: -0.82 -1.21 -1.71  -0.59
C: 0.96 2.42 0.91  -0.57
O: 1.79 -0.73 -0.42  -0.67
H: -2.22 -0.62 1.16  0.20
H: 0.28 -0.86 2.40  0.21
H: -0.93 0.83 -0.93  0.21
H: 0.17 -1.07 -2.36  0.22
H: -1.69 -1.07 -2.27  0.21
H: -0.84 -2.09 -1.25  0.20
H: 2.09 2.33 0.95  0.19
H: 0.30 1.78 1.51  0.18
H: 0.42 3.21 0.30  0.18
H: 1.99 -1.51 0.12  0.48

Output
- LUMO (spin up / spin down): 0.580 / 0.500 eV
- Orbital gap (spin up / spin down): 8.839 / 7.417 eV
- Net charge: 0

***

No. 3
Computed, not measured: an isolated molecule of C6H10O in a non-equilibrium geometry, with ωB97M-V/def2-TZVPD.

Last column: natural (NBO) charge in e.
Geometry (Å):
C: -1.99 -0.41 0.37  -0.62
C: -0.88 -0.07 -0.63  0.10
O: -0.55 1.33 -0.58  -0.54
C: 0.82 1.55 -0.31  -0.06
C: 1.53 0.16 -0.25  -0.25
C: 1.15 -0.71 0.90  -0.42
C: 0.41 -0.82 -0.40  -0.25
H: -2.92 0.13 0.15  0.22
H: -1.69 -0.15 1.39  0.21
H: -2.20 -1.48 0.32  0.21
H: -1.23 -0.33 -1.65  0.18
H: 1.29 2.18 -1.08  0.18
H: 0.87 2.11 0.63  0.17
H: 2.44 0.06 -0.84  0.22
H: 0.68 -0.21 1.75  0.21
H: 1.67 -1.62 1.21  0.22
H: 0.60 -1.71 -0.99  0.23

Output
- LUMO: 1.106 eV
- Orbital gap: 10.567 eV
- Net charge: 0

***

No. 4
Computed, not measured: a structure of composition C6H10O, with ωB97M-V/def2-TZVPD.

Last column: natural (NBO) charge in e.
Geometry (Å):
C: -0.62 -0.36 1.96  -0.78
C: 0.07 0.18 0.27  0.30
C: -0.93 0.96 -0.54  -0.46
C: -0.45 0.08 -1.73  -0.40
C: 0.32 -0.87 -0.76  -0.45
C: 1.77 -0.47 -0.49  -0.07
O: 1.36 0.53 0.54  -0.53
H: -0.56 0.66 2.33  0.26
H: -1.65 -0.71 2.00  0.24
H: 0.07 -0.99 2.54  0.24
H: -1.97 0.80 -0.24  0.22
H: -0.74 2.04 -0.58  0.23
H: 0.20 0.63 -2.42  0.19
H: -1.26 -0.37 -2.32  0.21
H: -0.34 -0.92 0.79  0.44
H: 2.30 0.03 -1.31  0.18
H: 2.43 -1.21 -0.02  0.18

Output
- LUMO: 0.890 eV
- Orbital gap: 8.012 eV
- Net charge: 0

***

No. 5
Computed, not measured: an isolated molecule of C6H10O in a non-equilibrium geometry, with ωB97M-V/def2-TZVPD.

Last column: natural (NBO) charge in e.
Geometry (Å):
C: -1.23 0.81 1.23  -0.62
C: -0.61 1.02 -0.14  -0.23
C: 0.95 0.93 -0.23  -0.41
C: 0.82 -0.51 -0.79  0.21
O: 1.63 -1.05 -1.77  -0.69
C: 0.21 -1.35 0.25  -0.50
C: -0.64 -0.36 -0.77  -0.17
H: -2.26 0.46 1.13  0.20
H: -1.21 1.69 1.88  0.20
H: -0.68 -0.11 1.55  0.23
H: -1.05 1.87 -0.68  0.21
H: 1.49 1.07 0.71  0.20
H: 1.36 1.59 -1.00  0.22
H: 2.23 -1.64 -1.28  0.47
H: -0.07 -2.37 0.06  0.23
H: 0.70 -1.27 1.24  0.22
H: -1.44 -0.76 -1.40  0.23

Output
- LUMO: 0.922 eV
- Orbital gap: 10.328 eV
- Net charge: 0

***

No. 6
Computed, not measured: a structure of composition C6H10O, with ωB97M-V/def2-TZVPD.

Last column: natural (NBO) charge in e.
Geometry (Å):
C: -0.03 -1.09 -1.80  -0.64
C: -0.08 -0.32 -0.50  0.28
C: 0.33 1.14 -0.50  -0.44
C: 0.64 1.28 1.00  -0.49
C: 0.64 -0.20 1.44  -0.14
C: -0.82 -0.65 1.53  -0.15
O: -1.28 -0.57 0.18  -0.54
H: -0.85 -0.71 -2.42  0.24
H: 0.92 -0.93 -2.32  0.22
H: -0.19 -2.16 -1.63  0.23
H: 1.24 1.28 -1.10  0.21
H: -0.45 1.79 -0.91  0.22
H: -0.14 1.84 1.53  0.21
H: 1.59 1.78 1.19  0.21
H: 0.84 -0.81 0.25  0.21
H: -1.40 0.01 2.20  0.19
H: -0.94 -1.68 1.88  0.18

Output
- LUMO: 0.663 eV
- Orbital gap: 8.419 eV
- Net charge: 0

***

No. 7
Computed, not measured: a cluster of 2 separate species, C6H10O in total, with ωB97M-V/def2-TZVPD.

Last column: natural (NBO) charge in e.
Geometry (Å):
O: 1.32 -1.33 1.66  -0.55
C: 1.43 -1.11 0.48  0.45
C: 1.42 0.28 -0.13  -0.50
C: 0.41 1.23 0.54  -0.45
C: -0.89 1.35 -0.21  -0.16
C: -0.56 -2.02 -0.82  -0.17
C: -2.10 1.10 0.29  -0.40
H: 1.69 -1.93 -0.23  0.11
H: 2.44 0.66 -0.01  0.23
H: 1.24 0.19 -1.21  0.22
H: 0.86 2.23 0.61  0.22
H: 0.23 0.88 1.56  0.23
H: -0.81 1.69 -1.25  0.19
H: -0.58 -2.21 -1.91  0.09
H: -0.88 -2.99 -0.39  0.09
H: -3.00 1.24 -0.30  0.20
H: -2.22 0.75 1.31  0.19

Output
- LUMO (spin up / spin down): -1.212 / -1.138 eV
- Orbital gap (spin up / spin down): 8.097 / 8.260 eV
- Net charge: 0

***

No. 8
Computed, not measured: an isolated molecule of C6H10O in a non-equilibrium geometry, with ωB97M-V/def2-TZVPD.

Last column: natural (NBO) charge in e.
Geometry (Å):
C: -0.26 -1.48 1.20  -0.11
C: -0.90 0.59 0.53  -0.30
C: -1.00 1.54 -0.65  -0.62
C: -0.38 -0.96 -0.14  0.19
C: 1.11 -0.86 -0.64  -0.17
C: 2.05 0.02 -0.34  -0.43
O: -1.22 -1.35 -1.02  -0.68
H: 0.49 -1.11 1.89  0.20
H: -0.88 -2.33 1.50  0.20
H: -1.89 0.41 0.95  0.22
H: -0.24 0.99 1.30  0.20
H: 1.29 -1.65 -1.36  0.22
H: -1.65 1.13 -1.41  0.24
H: -1.42 2.49 -0.30  0.22
H: -0.02 1.76 -1.08  0.22
H: 3.00 0.02 -0.87  0.21
H: 1.93 0.79 0.42  0.19

Output
- LUMO (spin up / spin down): -0.842 / -1.396 eV
- Orbital gap (spin up / spin down): 7.888 / 6.966 eV
- Net charge: 0

***

No. 9
Computed, not measured: an isolated molecule of C6H10O in a non-equilibrium geometry, with ωB97M-V/def2-TZVPD.

Last column: natural (NBO) charge in e.
Geometry (Å):
C: -1.33 -0.23 0.31  -0.43
C: -0.62 -1.49 -0.21  -0.06
O: 0.69 -1.26 -0.69  -0.53
C: 1.58 -0.64 0.22  -0.12
C: 1.39 0.79 0.29  -0.25
C: 0.40 1.58 -0.08  -0.15
C: -0.96 1.03 -0.48  -0.46
H: -1.08 -0.06 1.37  0.20
H: -2.41 -0.40 0.27  0.22
H: -0.61 -2.26 0.57  0.16
H: -1.16 -1.89 -1.07  0.19
H: 1.47 -1.07 1.23  0.18
H: 2.58 -0.91 -0.12  0.21
H: 2.28 1.52 0.26  0.22
H: 0.47 2.66 -0.03  0.20
H: -0.99 0.82 -1.55  0.22
H: -1.70 1.81 -0.29  0.21

Output
- LUMO: 1.065 eV
- Orbital gap: 10.279 eV
- Net charge: 0

***

No. 10
Computed, not measured: an isolated molecule of C6H10O in a non-equilibrium geometry, with ωB97M-V/def2-TZVPD.

Last column: natural (NBO) charge in e.
Geometry (Å):
C: 1.64 1.15 2.57  -0.64
C: 1.35 0.73 1.18  -0.15
C: 0.18 0.26 0.68  -0.27
C: 0.10 -0.26 -0.68  -0.35
C: -1.11 -0.62 -1.18  0.36
O: -2.10 -1.15 -0.38  -0.68
C: -1.39 -0.90 -2.62  -0.68
H: 0.77 1.04 3.21  0.21
H: 2.44 0.51 2.96  0.22
H: 1.98 2.19 2.60  0.21
H: 2.17 0.89 0.48  0.19
H: -0.75 0.59 1.14  0.20
H: 0.85 -0.05 -1.43  0.21
H: -1.77 -1.07 0.53  0.48
H: -2.14 -1.70 -2.65  0.23
H: -0.55 -1.46 -3.06  0.23
H: -1.67 -0.15 -3.36  0.23

Output
- LUMO: 0.901 eV
- Orbital gap: 8.617 eV
- Net charge: 0

***

No. 11
Computed, not measured: an isolated molecule of C6H10O, with ωB97M-V/def2-TZVPD.

Last column: natural (NBO) charge in e.
Geometry (Å):
C: 1.58 0.67 1.19  -0.61
C: 0.63 -0.48 0.95  -0.22
C: -0.81 -0.37 0.55  -0.26
C: 0.22 -1.05 -0.37  -0.22
C: 0.03 0.05 -1.42  -0.44
C: -1.13 0.62 -0.57  0.10
O: -2.40 0.32 -1.10  -0.71
H: 1.52 0.98 2.24  0.22
H: 1.35 1.55 0.58  0.21
H: 2.62 0.38 0.99  0.21
H: 0.75 -1.27 1.69  0.22
H: -2.53 -0.63 -0.99  0.46
H: -1.60 -0.79 1.17  0.22
H: 0.32 -2.11 -0.59  0.22
H: -0.32 -0.29 -2.39  0.22
H: 0.90 0.70 -1.56  0.20
H: -1.14 1.70 -0.37  0.17

Output
- LUMO: 1.050 eV
- Orbital gap: 10.593 eV
- Net charge: 0

***

No. 12
Computed, not measured: an isolated molecule of C6H10O in a non-equilibrium geometry, with ωB97M-V/def2-TZVPD.

Last column: natural (NBO) charge in e.
Geometry (Å):
C: 0.33 1.54 -1.48  -0.66
C: 0.80 0.52 -0.44  0.11
C: 0.35 0.81 1.00  -0.47
C: -0.13 -0.44 1.68  -0.18
C: -0.64 -1.50 1.04  -0.21
C: -0.70 -1.59 -0.44  -0.09
O: 0.22 -0.72 -1.06  -0.57
H: 1.08 1.87 -2.21  0.21
H: -0.25 2.39 -1.10  0.20
H: -0.32 0.80 -1.93  0.26
H: 1.88 0.34 -0.47  0.19
H: -0.46 1.56 1.01  0.22
H: 1.16 1.26 1.59  0.22
H: -0.10 -0.45 2.76  0.20
H: -1.01 -2.35 1.61  0.21
H: -0.46 -2.62 -0.77  0.19
H: -1.75 -1.44 -0.78  0.17

Output
- LUMO: 1.070 eV
- Orbital gap: 10.341 eV
- Net charge: 0

***

Ordered calculated total energy results: -309.8041; -309.6195; -309.8117; -309.5881; -309.7502; -309.6826; -309.6410; -309.6759; -309.8012; -309.7943; -309.7897; -309.7929; unit a.u..